(1)
{"formula": "C8H10O2", "method": "wB97M-V/def2-TZVPD", "species": ["C", "C", "C", "C", "C", "C", "C", "C", "H", "H", "H", "H", "H", "H", "H", "H", "H", "H", "O", "O"], "coordinates": [[-0.4320, -0.8582, 2.0371], [0.3086, 0.2340, 2.3457], [-0.1348, 1.4981, 2.1538], [-1.1754, 1.7282, 1.4241], [-2.0450, 0.5564, 1.1988], [-1.5081, -0.7381, 1.2407], [0.7457, -0.8288, -2.0688], [1.7582, -0.7263, -3.3230], [0.2015, -1.8590, 2.0766], [1.2694, 0.2323, 3.0168], [0.6508, 2.2746, 2.3409], [-1.4359, 2.7137, 1.3507], [-3.1105, 0.8615, 0.8391], [-1.8729, -1.4160, 0.4209], [0.1736, 0.0310, -0.7053], [1.2380, -1.4044, -4.0722], [1.6595, 0.3133, -3.6066], [2.7781, -1.0097, -3.3152], [-0.2748, -1.4722, -2.3125], [1.2061, -0.1304, -1.0417]], "nbo_charge": [-0.222, -0.201, -0.223, -0.227, -0.189, -0.265, 0.795, -0.735, 0.222, 0.215, 0.207, 0.214, 0.220, 0.253, 0.508, 0.229, 0.222, 0.228, -0.604, -0.645], "e_homo_ev": -9.22, "smiles": "c1ccccc1.CC(=O)O", "lumo_ev": 0.706, "de_lowest_kcal_mol": 83.72}

(2)
{"formula": "C6H11N", "method": "wB97M-V/def2-TZVPD", "species": ["C", "C", "N", "C", "C", "C", "C", "H", "H", "H", "H", "H", "H", "H", "H", "H", "H", "H"], "coordinates": [[0.7538, 0.9855, -1.1961], [0.0912, 0.2469, -2.0757], [-0.3084, 0.6992, -3.3455], [1.2689, 0.6459, 0.1808], [0.6228, -0.5085, 0.8926], [-0.3462, -0.3448, 1.7811], [-1.1570, -1.3442, 2.5611], [1.0184, 2.0120, -1.4480], [-0.1568, -0.7897, -1.8749], [-1.2452, 0.4463, -3.5722], [-0.0794, 1.6663, -3.5044], [1.2406, 1.5607, 0.7698], [2.3363, 0.3905, 0.1277], [0.7850, -1.4957, 0.4732], [-0.7992, 0.6412, 1.8812], [-2.0850, -1.6102, 2.0578], [-0.5877, -2.2605, 2.7370], [-1.3522, -0.9409, 3.5543]], "nbo_charge": [-0.269, -0.006, -0.819, -0.454, -0.192, -0.166, -0.646, 0.184, 0.187, 0.371, 0.369, 0.213, 0.213, 0.192, 0.181, 0.218, 0.210, 0.215], "e_homo_ev": -8.09, "smiles": "C/C=C/C/C=C/N", "lumo_ev": 1.185, "de_lowest_kcal_mol": 34.13}

(3)
{"formula": "C16H19FN2O4", "method": "wB97M-V/def2-TZVPD", "species": ["C", "C", "O", "N", "C", "C", "C", "C", "C", "C", "C", "C", "H", "H", "F", "H", "H", "H", "C", "O", "N", "H", "C", "C", "O", "O", "H", "H", "C", "C", "H", "H", "H", "C", "H", "H", "H", "H", "H", "H", "H", "H"], "coordinates": [[-0.6011, 1.8934, -2.6554], [0.0630, 1.5046, -1.3630], [1.1902, 1.8349, -1.0640], [-0.6974, 0.6947, -0.5602], [-0.2432, 0.1549, 0.6457], [-1.0375, -0.2395, 1.6492], [-2.4904, -0.1310, 1.7105], [-3.2230, -1.1450, 2.3328], [-4.6002, -1.0888, 2.4057], [-5.2515, 0.0060, 1.8644], [-4.5573, 1.0444, 1.2707], [-3.1791, 0.9700, 1.1957], [-2.6296, 1.8018, 0.7815], [-5.0947, 1.8962, 0.8843], [-6.5970, 0.0688, 1.9293], [-5.1715, -1.8725, 2.8774], [-2.7002, -1.9908, 2.7533], [-0.5599, -0.7283, 2.4859], [1.2518, -0.0026, 0.7184], [1.9255, 0.4273, 1.6253], [1.7507, -0.7511, -0.3050], [1.1189, -1.0277, -1.0471], [3.0951, -0.5156, -0.7865], [2.9487, 0.0893, -2.1874], [2.1310, -0.3288, -2.9630], [3.7930, 1.0610, -2.5200], [4.2978, 1.3877, -1.7630], [3.5683, 0.1821, -0.0867], [3.9101, -1.8237, -0.8634], [5.3121, -1.5544, -1.4046], [5.2763, -1.1484, -2.4130], [5.8428, -0.8553, -0.7606], [5.8796, -2.4813, -1.4355], [3.9789, -2.4634, 0.5197], [2.9797, -2.6500, 0.9032], [4.4922, -1.8044, 1.2157], [4.5166, -3.4070, 0.4714], [3.3863, -2.4995, -1.5481], [-1.6734, 0.5517, -0.7826], [-0.2482, 1.2026, -3.4215], [-0.2796, 2.8918, -2.9385], [-1.6850, 1.8492, -2.6001]], "nbo_charge": [-0.712, 0.702, -0.616, -0.633, 0.083, -0.205, -0.087, -0.171, -0.274, 0.403, -0.280, -0.193, 0.219, 0.232, -0.321, 0.233, 0.219, 0.231, 0.686, -0.594, -0.623, 0.410, -0.169, 0.822, -0.613, -0.660, 0.495, 0.232, -0.209, -0.615, 0.215, 0.200, 0.219, -0.606, 0.222, 0.208, 0.209, 0.208, 0.413, 0.261, 0.246, 0.210], "e_homo_ev": -8.60, "smiles": "CC(=O)N/C(=C\\c1ccc(F)cc1)C(=O)N[C@H](C(=O)O)C(C)C", "lumo_ev": 0.378, "de_lowest_kcal_mol": 5.58}

(4)
{"formula": "C2H7N2OS", "method": "wB97M-V/def2-TZVPD", "species": ["C", "C", "N", "N", "O", "S", "H", "H", "H", "H", "H", "H", "H"], "coordinates": [[-0.6475, 0.0434, 0.3777], [-1.7105, 0.7598, 1.1593], [2.1980, 0.1693, -0.5177], [-0.2501, -0.5308, -0.5892], [-2.7894, -0.1344, 1.0510], [3.2056, -0.1165, -2.0643], [-1.9970, 1.6448, 0.6325], [-1.4472, 0.7977, 2.1449], [1.7797, 1.1708, -0.7712], [-0.4266, -1.3507, -1.2657], [1.3112, -0.4617, -0.5813], [-2.8436, -0.7671, 1.8792], [3.6173, -1.2246, -1.4552]], "nbo_charge": [0.637, -0.147, -0.853, -0.506, -0.648, 0.155, 0.275, 0.244, 0.357, 0.530, 0.318, 0.511, 0.127], "charge": 1, "e_homo_ev": [-12.41, -12.41], "lumo_ev": [-6.277, -6.279], "de_lowest_kcal_mol": 117.35}

(5)
{"formula": "C4H10N2O", "method": "wB97M-V/def2-TZVPD", "species": ["C", "C", "C", "N", "C", "O", "N", "H", "H", "H", "H", "H", "H", "H", "H", "H", "H"], "coordinates": [[-0.4190, 1.1524, 0.9089], [-1.8133, -0.8698, -0.7535], [1.6518, 1.1358, -0.5656], [-1.6057, -0.4165, 0.6009], [0.7717, 0.5087, 0.4785], [1.9125, -1.4072, 0.1876], [0.8730, -0.7529, 0.8422], [1.9409, -2.2662, 0.6277], [-1.9413, -1.1313, 1.2523], [-0.7521, 2.0152, 0.3394], [-0.6216, 1.1359, 1.9723], [-2.0397, -1.9438, -0.7984], [-0.9377, -0.6792, -1.3824], [-2.6601, -0.3465, -1.2187], [2.7024, 0.9867, -0.3130], [1.4863, 0.6750, -1.5403], [1.4520, 2.2035, -0.6380]], "nbo_charge": [-0.161, -0.418, -0.673, -0.736, 0.102, -0.570, -0.064, 0.480, 0.376, 0.217, 0.238, 0.192, 0.162, 0.161, 0.240, 0.240, 0.214], "e_homo_ev": -7.22, "lumo_ev": 0.308, "de_lowest_kcal_mol": 144.48}